[1]
{
  "formula": "H8NaO4",
  "method": "wB97M-V/def2-TZVPD",
  "total_charge": 1,
  "orbital_gap_ev": 11.012,
  "relative_energy_kj_mol": 127.08,
  "lumo_ev": -3.965,
  "homo_ev": -14.98,
  "elements": ["Na", "O", "H", "H", "O", "H", "H", "O", "H", "H", "O", "H", "H"],
  "positions_angstrom": [[0.645, -0.812, -0.251], [-1.287, 1.412, -2.001], [-1.786, 1.431, -2.818], [-1.732, 2.042, -1.434], [3.605, -0.939, -1.186], [4.078, -0.111, -1.106], [4.264, -1.563, -1.492], [-2.913, -1.614, 0.389], [-3.473, -1.598, 1.165], [-3.487, -1.345, -0.327], [0.843, 0.793, 2.749], [1.249, 1.574, 3.124], [-0.006, 0.730, 3.187]]
}



[2]
{
  "formula": "C8H18N2",
  "method": "wB97M-V/def2-TZVPD",
  "total_charge": 0,
  "orbital_gap_ev": 7.211,
  "relative_energy_kj_mol": 546.20,
  "lumo_ev": 0.699,
  "homo_ev": -6.51,
  "elements": ["C", "C", "N", "C", "C", "H", "H", "H", "H", "H", "H", "H", "H", "H", "C", "C", "N", "C", "C", "H", "H", "H", "H", "H", "H", "H", "H", "H"],
  "positions_angstrom": [[-1.707, -0.667, -1.106], [-1.944, 0.858, 0.755], [-0.980, -0.046, 0.045], [-0.493, -1.176, 0.915], [-0.194, -1.040, 2.216], [-0.742, -2.144, 0.511], [-2.047, 0.110, -1.785], [-1.032, -1.342, -1.621], [-2.570, -1.207, -0.723], [-2.831, 0.292, 1.033], [-2.203, 1.673, 0.080], [-1.479, 1.273, 1.640], [0.062, -0.098, 2.677], [-0.033, -1.932, 2.805], [2.451, -0.950, 0.330], [0.311, 1.183, -1.974], [1.277, -0.963, -0.486], [0.332, 0.823, -0.508], [0.857, 1.706, 0.369], [1.381, -1.558, -1.304], [2.749, 0.087, 0.570], [2.274, -1.434, 1.310], [3.311, -1.436, -0.141], [0.293, 0.312, -2.625], [1.223, 1.735, -2.197], [-0.532, 1.836, -2.227], [0.828, 1.568, 1.438], [1.438, 2.539, 0.002]]
}



[3]
{
  "formula": "C20H44N4O23S4Sr",
  "method": "wB97M-V/def2-TZVPD",
  "total_charge": 0,
  "orbital_gap_ev": 7.419,
  "relative_energy_kj_mol": 0.00,
  "lumo_ev": -0.836,
  "homo_ev": -8.25,
  "elements": ["Sr", "O", "C", "C", "O", "H", "H", "H", "H", "C", "N", "O", "O", "H", "H", "H", "C", "C", "O", "S", "O", "O", "O", "H", "H", "H", "H", "C", "C", "O", "S", "O", "O", "O", "H", "H", "H", "H", "C", "C", "O", "S", "O", "O", "O", "H", "H", "H", "H", "C", "C", "O", "S", "O", "O", "O", "H", "H", "H", "H", "C", "O", "N", "C", "C", "H", "H", "H", "H", "H", "H", "H", "C", "O", "N", "C", "C", "H", "H", "H", "H", "H", "H", "H", "C", "O", "N", "C", "C", "H", "H", "H", "H", "H", "H", "H"],
  "positions_angstrom": [[15.298, 16.805, -23.309], [16.772, 15.323, -24.730], [18.078, 15.421, -24.261], [18.231, 15.376, -22.749], [17.489, 16.338, -22.050], [18.528, 16.391, -24.587], [18.691, 14.644, -24.773], [19.311, 15.481, -22.510], [17.961, 14.370, -22.362], [17.088, 12.937, -19.936], [16.440, 11.908, -19.070], [15.229, 12.010, -18.949], [17.123, 11.031, -18.595], [16.909, 13.887, -19.446], [16.605, 12.905, -20.909], [18.150, 12.747, -20.038], [22.159, 15.313, -24.256], [21.931, 13.873, -24.677], [22.240, 13.089, -23.530], [23.083, 13.911, -22.440], [24.385, 13.390, -22.343], [22.288, 14.047, -21.292], [23.149, 15.292, -23.236], [21.224, 15.745, -23.874], [22.436, 15.977, -25.071], [22.648, 13.682, -25.480], [20.913, 13.699, -25.008], [18.701, 11.266, -23.165], [17.453, 11.566, -23.967], [16.430, 10.774, -23.311], [17.075, 9.370, -22.930], [16.946, 8.467, -24.003], [16.643, 9.016, -21.644], [18.602, 9.864, -22.886], [18.771, 11.843, -22.244], [19.583, 11.428, -23.782], [17.523, 11.178, -24.984], [17.142, 12.606, -23.933], [19.714, 19.685, -21.902], [19.219, 18.836, -23.077], [19.392, 19.637, -24.252], [19.932, 21.080, -23.843], [18.807, 21.895, -23.529], [20.897, 21.513, -24.750], [20.654, 20.590, -22.531], [20.217, 19.127, -21.123], [18.911, 20.295, -21.485], [18.191, 18.520, -22.929], [19.804, 17.919, -23.153], [15.737, 14.435, -27.627], [17.044, 13.618, -27.524], [17.276, 13.134, -28.869], [15.897, 13.089, -29.631], [15.116, 12.017, -29.149], [16.132, 13.259, -31.011], [15.340, 14.427, -28.999], [15.844, 15.445, -27.262], [14.976, 13.929, -27.032], [16.896, 12.750, -26.888], [17.895, 14.230, -27.250], [13.619, 17.378, -20.036], [13.919, 16.972, -21.161], [14.124, 16.876, -18.910], [13.761, 17.385, -17.621], [15.172, 15.878, -18.921], [12.870, 18.154, -19.840], [13.114, 18.262, -17.649], [14.633, 17.636, -17.015], [13.195, 16.647, -17.039], [15.393, 15.502, -19.914], [16.109, 16.278, -18.523], [14.863, 15.049, -18.278], [15.274, 19.176, -26.081], [15.086, 18.318, -25.212], [16.237, 19.099, -26.991], [16.552, 20.239, -27.846], [17.301, 18.105, -26.814], [14.652, 20.077, -26.155], [15.667, 20.855, -27.995], [16.950, 19.867, -28.785], [17.290, 20.886, -27.363], [17.710, 17.864, -27.792], [18.059, 18.507, -26.138], [16.911, 17.192, -26.360], [19.107, 17.077, -19.142], [20.002, 16.415, -18.667], [18.680, 18.279, -18.641], [19.251, 18.792, -17.424], [17.408, 18.818, -19.049], [18.554, 16.754, -20.048], [19.630, 19.809, -17.535], [20.007, 18.118, -17.034], [18.483, 18.837, -16.636], [17.503, 19.803, -19.513], [16.927, 18.143, -19.757], [16.740, 18.902, -18.183]]
}



[4]
{
  "formula": "C4H7NO",
  "method": "wB97M-V/def2-TZVPD",
  "total_charge": 0,
  "orbital_gap_ev": 7.899,
  "relative_energy_kj_mol": 258.07,
  "lumo_ev": 0.503,
  "smiles": "CC(=O)/C=C/N",
  "homo_ev": -7.40,
  "elements": ["C", "C", "N", "C", "C", "O", "H", "H", "H", "H", "H", "H", "H"],
  "positions_angstrom": [[-2.220, -0.107, -0.039], [-0.737, 0.133, -0.207], [2.293, 0.548, 0.428], [0.241, -0.707, 0.316], [1.467, -0.198, -0.269], [-0.287, 1.087, -0.915], [1.936, 0.951, 1.289], [3.097, 0.989, -0.005], [0.127, -1.732, 0.640], [1.869, -0.532, -1.232], [-2.695, -0.161, -1.021], [-2.656, 0.745, 0.488], [-2.436, -1.015, 0.527]]
}



[5]
{
  "formula": "C8H16N3O5S2",
  "method": "wB97M-V/def2-TZVPD",
  "total_charge": -1,
  "orbital_gap_ev": 7.932,
  "lumo_ev": 2.215,
  "homo_ev": -5.72,
  "elements": ["O", "S", "O", "N", "S", "O", "O", "O", "H", "H", "C", "C", "C", "C", "N", "H", "H", "H", "H", "H", "H", "H", "C", "C", "C", "C", "N", "H", "H", "H", "H", "H", "H", "H"],
  "positions_angstrom": [[-2.160, 4.522, 1.954], [-0.732, 4.394, 2.105], [-0.235, 3.913, 3.373], [-0.096, 3.561, 0.913], [0.666, 4.237, -0.263], [1.159, 3.187, -1.118], [1.529, 5.329, 0.093], [-0.488, 5.011, -1.109], [-0.209, 5.629, 1.930], [-1.159, 4.352, -1.332], [-1.659, -0.054, 1.809], [-1.393, -0.562, 0.397], [-1.051, 0.574, -0.572], [-2.120, 1.565, -0.661], [-2.896, 2.418, -0.669], [-2.514, 0.623, 1.828], [-1.864, -0.882, 2.490], [-0.801, 0.502, 2.193], [-2.260, -1.110, 0.018], [-0.554, -1.260, 0.395], [-0.838, 0.188, -1.568], [-0.169, 1.120, -0.224], [1.500, -4.168, 0.383], [1.858, -4.731, -0.986], [2.120, -3.633, -2.023], [0.951, -2.777, -2.224], [0.038, -2.096, -2.379], [0.582, -3.581, 0.338], [1.350, -4.971, 1.105], [2.293, -3.520, 0.761], [1.055, -5.376, -1.349], [2.756, -5.349, -0.919], [2.394, -4.061, -2.989], [2.946, -2.996, -1.700]]
}